No. 1
Computed, not measured: C6H10O2 in the gas phase, with ωB97M-V/def2-TZVPD.

Structure (XYZ):
```
18
Properties=species:S:1:pos:R:3:mulliken_charge:R:1
C 0.9341 0.3542 -2.1614 -0.676
C -0.2736 -0.1136 -0.2391 0.989
C -1.4268 -0.8947 -0.9247 -1.721
C 0.6986 -0.9929 0.7105 -0.614
C 0.8036 -0.1352 1.8579 -0.588
C -0.2267 0.6865 1.7789 -0.145
H 2.0920 -0.2958 -2.1272 0.208
H 1.1417 1.5044 -2.5219 0.251
H 0.2755 -0.2263 -2.8237 0.326
H -2.2034 -0.2696 -1.3674 0.313
H -1.6319 -1.6083 -0.0572 0.369
H -1.0214 -1.4563 -1.6249 0.652
H 1.5176 -0.8533 0.1519 0.247
H 0.5731 -2.0746 0.6794 0.430
H 1.5593 0.0215 2.5978 0.361
H -0.9359 1.3733 2.3210 0.374
O 0.4475 0.8316 -0.8556 -0.359
O -1.0001 0.4758 0.6855 -0.419
```

Values from the calculation:
SMILES: CO[C@@]1(C)CC=CO1
Multiplicity: 1
Total charge: 0
Energy above the lowest of the compared OMol25 structures with the same formula, charge and spin: 465.9 kJ/mol
Orbital gap: 9.40 eV

***

No. 2
Computed, not measured: a molecular structure, CN5O18Zr, with ωB97M-V/def2-TZVPD.

Structure (XYZ):
```
25
Properties=species:S:1:pos:R:3:mulliken_charge:R:1
Zr -0.5316 -3.5942 -1.4425 1.011
C -2.0869 -3.0588 1.3519 0.833
O -1.8235 -3.1879 0.0958 -0.472
O -1.0468 -2.9444 2.0675 -0.593
O -3.1550 -3.3324 1.9743 -0.622
N 0.3575 3.4737 2.2750 0.987
O 0.3430 2.2350 1.9524 -0.291
O -0.6391 4.0775 2.6448 -0.592
O 1.5453 3.8104 2.3781 -0.525
N -0.3266 -0.1463 -0.5069 0.794
O 0.7103 0.3965 -0.1395 -0.450
O -1.4552 0.2190 -0.2057 -0.540
O -0.1844 -1.3195 -1.0310 -0.427
N 2.1935 -2.6018 -3.4053 0.820
O 2.4380 -3.2805 -4.4177 -0.641
O 2.8214 -1.5629 -3.1376 -0.453
O 1.3649 -3.0010 -2.5561 -0.500
N 3.4512 2.4294 -1.0410 0.881
O 2.9163 2.2881 0.1065 -0.421
O 3.6363 1.3836 -1.6801 -0.513
O 4.1775 3.4369 -1.2832 -0.675
N -3.6028 1.0419 1.4935 1.022
O -4.1735 1.1745 0.3652 -0.581
O -2.8188 1.8909 1.9344 -0.462
O -4.1110 0.1723 2.2073 -0.590
```

Values from the calculation:
Multiplicity: 1
Total charge: -3
Orbital gap: 2.12 eV

***

No. 3
Computed, not measured: C6H6F4S in the gas phase, with ωB97M-V/def2-TZVPD.

Structure (XYZ):
```
17
Properties=species:S:1:pos:R:3:mulliken_charge:R:1
C 0.8958 1.2454 -0.7492 -0.621
C 1.8081 0.6431 0.0351 -0.509
C -0.6398 0.8245 -0.8436 -0.189
C 1.6213 -0.5649 0.9295 -0.018
C -1.3830 0.3476 0.1787 -0.121
C -2.6976 -0.4010 0.0475 0.785
F -1.0939 0.5660 1.4811 -0.262
F -2.7668 -0.9488 -1.1635 -0.252
F -2.8384 -1.3301 1.0265 -0.246
F -3.7479 0.4522 0.1895 -0.255
S 2.3924 -1.9616 0.0735 -0.230
H 1.1310 1.9551 -1.4460 0.482
H 2.8815 1.0448 -0.0150 0.429
H -0.9480 0.5436 -1.7858 0.460
H 3.0223 -1.1086 -0.7052 0.146
H 1.9134 -0.5254 1.9141 0.429
H 0.4498 -0.7818 0.8326 -0.028
```

Values from the calculation:
SMILES: F/C(=C\C=C/CS)C(F)(F)F
Multiplicity: 1
Total charge: 0
Energy above the lowest of the compared OMol25 structures with the same formula, charge and spin: 0.0 kJ/mol
Orbital gap: 9.48 eV

***

No. 4
Computed, not measured: 2 unconnected molecules or ions with the total composition C9H9ClN2, with ωB97M-V/def2-TZVPD.

Structure (XYZ):
```
21
Properties=species:S:1:pos:R:3:mulliken_charge:R:1
C 1.6126 -1.6155 2.1005 0.330
C -1.9652 -0.7735 1.5040 -0.963
C -0.4723 1.2353 1.5509 -0.340
C -0.8074 -1.4025 1.6988 0.883
C -1.8558 0.7190 1.2819 -0.472
C 0.9650 0.0003 -1.1780 -0.414
C 2.2421 -0.8673 -1.2691 -0.678
C 1.0515 -1.3276 -0.6503 -0.196
C 0.4884 -0.8016 1.9024 -0.143
N 2.5973 -2.1168 2.3620 -0.520
N 0.5990 0.5928 1.7493 -0.499
Cl -0.9265 -3.0973 2.0770 -0.188
H -2.9637 -1.0760 1.4155 0.511
H -0.1379 2.2547 1.3982 0.459
H -2.1587 0.7117 0.2176 0.316
H -2.5910 1.2364 1.8834 0.438
H 0.7996 0.7483 -0.4348 0.244
H 0.5071 0.1681 -2.2217 0.198
H 2.7369 -1.3885 -2.0684 0.293
H 3.0286 -0.5847 -0.4637 0.155
H 0.4915 -2.1439 -0.2804 0.584
```

Values from the calculation:
Multiplicity: 1
Total charge: 0
Energy above the lowest of the compared OMol25 structures with the same formula, charge and spin: 627.4 kJ/mol
Orbital gap (spin up / spin down): 6.45 / 8.25 eV

***

No. 5
Computed, not measured: C5H6O in the gas phase, with ωB97M-V/def2-TZVPD.

Structure (XYZ):
```
12
Properties=species:S:1:pos:R:3:mulliken_charge:R:1
C -0.1419 -1.2020 1.6489 -0.737
C -0.9388 -0.6304 0.7844 0.143
C -1.2210 0.0962 -0.2649 -0.272
C -0.1071 1.0848 -0.5533 -0.441
C 1.0798 0.2434 -1.0219 -0.014
O 0.9415 -0.8131 -1.5893 -0.450
H -0.2317 -1.1600 2.7273 0.259
H -1.9656 -0.1507 -1.0132 0.303
H -0.3323 1.8286 -1.3270 0.311
H 0.1559 1.6319 0.3590 0.291
H 0.7204 -1.7110 1.2209 0.269
H 2.0979 0.6147 -0.7889 0.339
```

Values from the calculation:
SMILES: C=C=CCC=O
Multiplicity: 1
Total charge: 0
Energy above the lowest of the compared OMol25 structures with the same formula, charge and spin: 226.4 kJ/mol
Orbital gap: 10.38 eV

***

No. 6
Computed, not measured: a molecular structure, B5CaF16H4, with ωB97M-V/def2-TZVPD.

Structure (XYZ):
```
26
Properties=species:S:1:pos:R:3:mulliken_charge:R:1
Ca 0.4057 0.0945 0.0412 1.442
B -0.5042 -0.7555 2.0677 0.468
H -1.2119 -0.0732 1.5138 -0.198
H -0.1550 -1.5928 1.3956 -0.188
H 0.3778 -0.0969 2.3391 -0.233
H -1.0460 -1.2371 2.9809 -0.293
B 1.7758 2.3871 1.5115 0.539
F 2.2035 1.4479 0.5429 -0.367
F 2.2549 3.6763 1.2264 -0.403
F 0.3754 2.3763 1.3604 -0.350
F 2.0188 1.9654 2.8215 -0.413
B 2.2914 -1.7241 -0.8150 0.593
F 1.4095 -2.8015 -0.9891 -0.390
F 2.1739 -1.2376 0.5019 -0.399
F 3.6086 -2.1481 -1.0368 -0.379
F 1.8614 -0.6929 -1.6668 -0.404
B -2.5822 -2.0236 -1.3797 0.339
F -1.5355 -1.1174 -1.0626 0.029
F -2.7570 -2.0441 -2.7895 -0.421
F -2.2468 -3.3020 -0.9102 -0.425
F -3.8082 -1.6394 -0.7782 -0.433
B -1.0027 2.1448 -1.3902 0.559
F 0.4140 2.1435 -1.2936 -0.416
F -1.4247 1.3967 -0.2948 -0.465
F -1.5827 3.4043 -1.3251 -0.388
F -1.3138 1.4493 -2.5711 -0.404
```

Values from the calculation:
Multiplicity: 1
Total charge: -3
Energy above the lowest of the compared OMol25 structures with the same formula, charge and spin: 48.3 kJ/mol
Orbital gap: 8.50 eV

***

No. 7
Computed, not measured: C4H9N3S in the gas phase, with ωB97M-V/def2-TZVPD.

Structure (XYZ):
```
17
Properties=species:S:1:pos:R:3:mulliken_charge:R:1
C 1.3235 1.5328 0.8290 -0.729
C 1.8742 0.6446 -0.5720 -0.435
C 1.6749 -0.8946 -0.3596 -0.036
C -1.6258 -1.2719 0.2409 -0.168
H 2.0820 1.3739 1.7080 0.303
H 0.3117 0.8540 1.2053 0.192
H 1.0110 2.5382 0.4771 0.278
H 3.0514 0.9452 -0.6645 0.274
H 1.5051 1.0092 -1.7040 0.242
H 2.6508 -1.4884 -0.3996 0.313
H -1.5904 -2.2817 0.5557 0.397
H -3.5405 -1.5951 0.0936 0.345
H -2.7971 0.4139 -1.5900 0.146
N 0.5613 -1.4827 -0.0297 -0.560
N -0.5221 -0.5188 -0.0184 -0.138
N -2.8274 -0.6638 0.5231 -0.312
S -3.1425 0.8851 -0.2947 -0.112
```

Values from the calculation:
SMILES: CC/C=N\N=C\NS
Multiplicity: 1
Total charge: 0
Energy above the lowest of the compared OMol25 structures with the same formula, charge and spin: 528.0 kJ/mol
Orbital gap: 9.12 eV

***

No. 8
Computed, not measured: 2 unconnected molecules or ions with the total composition C6H10NPS, with ωB97M-V/def2-TZVPD.

Structure (XYZ):
```
19
Properties=species:S:1:pos:R:3:mulliken_charge:R:1
C 2.6951 -0.5143 -0.1684 -0.662
C 2.3519 -1.6434 0.6124 -0.419
C 1.4849 0.0182 -0.5482 -0.218
C 0.9756 -1.7364 0.7031 -0.358
C -1.7777 2.3188 1.6433 -0.884
C -1.3339 0.3693 -1.8764 -0.983
N 0.4412 -0.6690 0.0666 0.217
P -1.2547 -0.3160 -0.1069 0.356
S -2.2388 -1.9194 0.2384 -0.375
H 3.6610 -0.4609 -0.5338 0.440
H 3.0838 -2.2028 1.1821 0.369
H 1.2239 0.9319 -1.1460 0.275
H 0.4566 -2.5848 1.1084 0.339
H -2.0984 2.6736 0.6867 0.296
H -2.1337 1.4440 2.1678 0.306
H -1.4505 3.0785 2.3567 0.296
H -0.3557 0.4082 -2.1884 0.360
H -1.9009 -0.4452 -2.3412 0.325
H -1.8296 1.2498 -1.8563 0.321
```

Values from the calculation:
Multiplicity: 1
Total charge: 0
Energy above the lowest of the compared OMol25 structures with the same formula, charge and spin: 71.4 kJ/mol
Orbital gap (spin up / spin down): 7.80 / 6.80 eV

***

The calculation returns the following energy values, one per record and in order: -10474.3417 -46594.9851 -28022.4345 -24975.1954 -7326.9378 -65394.1626 -19594.1637 -27994.8851 eV.
The calculation returns the following max |F| values, one per record and in order: 5.17 6.36 5.63 4.20 0.59 2.35 6.04 4.52 eV/Å.